Here is one molecule with the formula C3H8FOP from the Open Molecules 2025 dataset. Energies are from ωB97M-V/def2-TZVPD.

Calculated values
Gap between HOMO and LUMO, eV: 10.41
ΔE to the lowest compared entry with this formula, charge and spin, eV: 0.808
Electronic energy, eV: -17293.9334
Multiplicity: 1
HOMO energy, eV: -9.67

Each atom is followed by the atoms it is bonded to, with distances in Å.
Geometry (Å):
1 C 0.021 1.685 0.040  P6 1.796, H7 1.068, H8 1.178, H9 1.077
2 C -0.240 -0.819 1.425  P6 1.823, H10 1.036, H11 1.103, H12 1.169
3 C 0.504 -0.816 -1.370  F5 1.408, P6 1.818, H13 1.099, H14 1.095
4 O -2.138 -0.111 -0.675  P6 1.640
5 F 1.826 -0.340 -1.285  C3 1.408
6 P -0.583 0.005 -0.165  C1 1.796, C2 1.823, C3 1.818, O4 1.640
7 H 1.020 1.502 0.368  C1 1.068
8 H 0.011 2.474 -0.835  C1 1.178
9 H -0.441 2.073 0.932  C1 1.077
10 H -0.524 -1.813 1.361  C2 1.036
11 H 0.745 -0.641 1.889  C2 1.103
12 H -1.122 -0.444 2.094  C2 1.169
13 H 0.652 -1.904 -1.340  C3 1.099
14 H 0.269 -0.852 -2.439  C3 1.095

---

Here is one molecule with the formula C4H3BrO2 from the Open Molecules 2025 dataset. Energies are from ωB97M-V/def2-TZVPD.

Calculated values
Gap between HOMO and LUMO, eV: 10.51
ΔE to the lowest compared entry with this formula, charge and spin, eV: 0.032
Electronic energy, eV: -78331.8640
Multiplicity: 1
HOMO energy, eV: -9.67

Each atom is followed by the atoms it is bonded to, with distances in Å.
Geometry (Å):
1 C 0.351 1.027 -0.495  C2 1.337, C3 1.471, H8 1.069
2 C -0.749 0.490 -1.035  C1 1.337, O5 1.368, H9 1.073
3 C 0.765 0.144 0.606  C1 1.471, C4 1.482, O6 1.433, H10 1.078
4 C -0.254 -0.931 0.558  C3 1.482, O5 1.372, O6 1.363, Br7 1.893
5 O -1.118 -0.707 -0.484  C2 1.368, C4 1.372
6 O -0.263 -0.037 1.587  C3 1.433, C4 1.363
7 Br 0.014 -2.767 0.935  C4 1.893
8 H 0.858 1.917 -0.801  C1 1.069
9 H -1.380 0.832 -1.833  C2 1.073
10 H 1.776 0.032 0.962  C3 1.078

---

- Which value of HOMO energy does entry 1 give?
  -9.67 eV